One molecule with the formula C4H4FNS, computed with the ωB97M-V functional and the def2-TZVPD basis.

Summary:
Energy relative to the best compared isomer or geometry (same formula, charge and spin)   180.4 kJ/mol
Highest occupied orbital energy   -8.33 eV
Spin multiplicity   1
Molar mass   117.148 u
Orbital gap   8.8325 eV
E_tot   -707.536290 a.u.

Each line ends with the Löwdin charge.
Positions of all 11 atoms, in Å:
C1 0.84 -0.09 0.40  -0.624
C2 -0.24 -0.90 0.36  -0.235
C3 -0.91 0.80 -0.92  -0.363
C4 0.37 1.11 -0.38  -0.013
H1 2.26 -1.29 1.58  -0.180
H2 -0.50 -1.98 0.51  0.130
H3 -2.29 -0.64 0.07  0.282
H4 0.82 2.09 -0.39  0.094
N1 -1.20 -0.47 -0.53  0.010
F1 -1.70 1.65 -1.55  0.097
S1 2.54 -0.28 0.84  0.803


C16H28AlCeClO as an isolated structure, computed with the ωB97M-V functional and the def2-TZVPD basis.

Summary:
Total charge   -1
Highest occupied orbital energy (spin up / spin down)   -4.07 / -4.07 eV
Spin multiplicity   2
Expectation value of S²   0.752
Molar mass   438.950 u
Orbital gap (spin up / spin down)   6.3220 / 6.3179 eV
E_tot   -1879.471971 a.u.

Each line ends with the Mulliken spin population.
Positions of all 48 atoms, in Å:
Ce1 0.24 -0.39 -4.29  1.015
Cl1 0.75 -2.23 -2.70  -0.001
C1 2.12 0.94 -4.39  -0.009
C2 -1.20 -1.61 -5.64  -0.005
H1 2.22 1.39 -5.41  0.000
H2 2.11 1.72 -3.59  0.001
H3 2.91 0.18 -4.21  0.000
H4 -1.19 -1.23 -6.69  0.001
H5 -2.22 -1.64 -5.20  0.001
H6 -0.72 -2.61 -5.57  -0.002
Al1 -1.21 0.00 -0.91  -0.004
C3 -2.33 -1.40 -0.10  0.000
C4 -1.69 1.32 -2.15  0.003
H7 -3.38 -1.23 -0.42  0.000
H8 -2.00 -2.42 -0.42  0.000
H9 -2.31 -1.34 1.00  0.000
H10 -2.36 1.03 -3.01  -0.001
H11 -1.02 2.10 -2.60  -0.001
C5 0.44 3.00 -0.06  0.001
C6 0.06 2.91 1.41  0.000
C7 -1.36 3.43 1.62  0.000
C8 0.28 1.58 2.12  0.000
C9 0.07 1.54 3.52  0.000
C10 0.17 0.35 4.23  0.000
C11 0.49 -0.84 3.59  0.000
C12 0.72 -0.86 2.20  0.000
C13 1.03 -2.16 1.48  0.000
C14 2.44 -2.62 1.82  0.000
C15 0.02 -3.25 1.81  0.000
C16 0.48 0.34 1.47  0.000
O1 0.23 0.21 0.18  0.004
H12 -0.30 2.51 -0.72  -0.001
H13 1.43 2.59 -0.25  0.000
H14 0.46 4.06 -0.34  0.000
H15 0.73 3.61 1.93  0.000
H16 -2.09 2.80 1.10  0.000
H17 -1.63 3.47 2.69  0.000
H18 -1.45 4.45 1.22  0.000
H19 -0.17 2.47 4.03  0.000
H20 0.00 0.36 5.31  0.000
H21 0.57 -1.77 4.14  0.000
H22 0.98 -1.96 0.39  0.000
H23 2.52 -2.81 2.90  0.000
H24 2.68 -3.55 1.29  0.000
H25 3.17 -1.86 1.54  0.000
H26 -0.99 -2.96 1.53  0.000
H27 0.28 -4.17 1.27  0.000
H28 0.04 -3.47 2.88  0.000


C23H16BrN4O2PbS2 as an isolated structure, computed with the ωB97M-V functional and the def2-TZVPD basis.

Summary:
Total charge   -1
Energy relative to the best compared isomer or geometry (same formula, charge and spin)   83.9 kJ/mol
Highest occupied orbital energy   -3.69 eV
Spin multiplicity   1
Molar mass   731.645 u
Orbital gap   4.5133 eV
E_tot   -4818.912468 a.u.

Each line ends with the Löwdin charge.
Positions of all 49 atoms, in Å:
Pb1 -0.21 -0.61 0.77  0.957
Br1 -3.24 -3.21 1.06  0.705
C1 -3.04 -2.41 -0.65  -0.770
C2 -3.52 -3.07 -1.76  -0.117
C3 -3.42 -2.40 -2.97  -0.056
C4 -2.87 -1.14 -3.00  -0.008
C5 -2.37 -0.59 -1.82  -0.228
N1 -2.47 -1.23 -0.66  -0.038
C6 -1.68 0.80 -1.88  -0.671
O1 -2.12 1.56 -2.73  0.010
O2 -0.75 0.99 -1.07  -0.167
H1 -3.94 -4.06 -1.68  0.093
H2 -3.78 -2.88 -3.88  0.104
H3 -2.78 -0.56 -3.91  0.115
S1 1.60 -2.42 1.82  0.401
C7 2.52 -2.85 0.41  -0.784
C8 3.80 -3.38 0.61  -0.167
C9 4.63 -3.68 -0.45  -0.135
C10 4.19 -3.48 -1.75  -0.135
C11 2.92 -3.00 -1.97  -0.167
C12 2.07 -2.68 -0.92  -0.756
S2 0.48 -2.09 -1.35  0.551
H4 4.13 -3.53 1.63  0.080
H5 5.62 -4.08 -0.27  0.083
H6 4.84 -3.71 -2.59  0.084
H7 2.56 -2.85 -2.98  0.083
C13 -4.15 3.56 2.76  -0.089
C14 -3.03 4.36 2.59  -0.090
C15 -1.81 3.80 2.28  -0.016
C16 -1.68 2.41 2.13  -0.267
C17 -2.81 1.61 2.35  -0.014
C18 -4.02 2.18 2.64  -0.080
N2 -0.48 1.81 1.81  -0.008
N3 0.41 2.61 1.33  0.098
C19 1.56 2.13 0.84  -0.332
C20 2.56 3.08 0.55  0.002
C21 3.74 2.67 -0.01  -0.063
C22 3.93 1.32 -0.29  -0.024
C23 2.89 0.45 0.00  -0.100
N4 1.75 0.82 0.55  0.022
H8 -5.11 4.01 2.98  0.098
H9 -3.11 5.43 2.70  0.099
H10 -0.93 4.41 2.15  0.101
H11 -2.72 0.54 2.25  0.086
H12 -4.89 1.55 2.78  0.104
H13 2.36 4.11 0.77  0.107
H14 4.52 3.39 -0.24  0.104
H15 4.84 0.95 -0.72  0.108
H16 3.00 -0.61 -0.21  0.088


C37H98F3HfN6O23S2 as an isolated structure, computed with the ωB97M-V functional and the def2-TZVPD basis.

Summary:
Total charge   +1
Highest occupied orbital energy   -9.82 eV
Spin multiplicity   1
Molar mass   1294.828 u
Orbital gap   1.7634 eV
E_tot   -4670.819469 a.u.

Each line ends with the Löwdin charge.
Positions of all 170 atoms, in Å:
Hf1 2.91 -18.73 6.55  2.281
S1 1.37 -19.12 3.99  0.235
O1 1.73 -20.01 2.92  -0.210
O2 0.15 -18.46 3.77  -0.211
O3 1.29 -19.74 5.32  -0.401
O4 2.46 -18.29 4.42  -0.382
C1 0.94 -14.42 7.52  -0.580
F1 0.77 -13.11 7.57  0.178
F2 1.47 -14.81 8.67  0.141
F3 -0.30 -15.00 7.39  0.099
S2 2.05 -15.05 6.02  0.649
O5 2.38 -16.48 6.28  -0.466
O6 1.13 -14.85 4.88  -0.282
O7 3.28 -14.26 5.95  -0.284
C2 8.83 -8.91 8.31  -0.114
O8 7.57 -9.34 8.77  -0.201
C3 6.76 -10.00 7.81  -0.178
C4 5.36 -10.31 8.38  -0.176
N1 5.36 -11.62 8.97  -0.053
C5 3.99 -11.87 9.48  -0.198
C6 3.80 -13.16 10.25  -0.237
O9 4.53 -13.03 11.45  -0.176
C7 4.46 -14.09 12.44  -0.074
H1 8.85 -8.30 7.41  0.082
H2 9.39 -9.79 8.00  0.082
H3 9.26 -8.37 9.16  0.095
H4 7.38 -10.87 7.58  0.124
H5 6.69 -9.40 6.90  0.100
H6 4.66 -10.30 7.54  0.090
H7 5.02 -9.58 9.11  0.130
H8 5.96 -11.59 9.78  0.125
H9 3.32 -11.86 8.63  0.094
H10 3.57 -11.13 10.16  0.129
H11 4.29 -13.95 9.69  0.105
H12 2.73 -13.36 10.37  0.116
H13 4.37 -15.10 12.04  0.067
H14 3.59 -13.93 13.09  0.083
H15 5.27 -14.17 13.16  0.085
C8 6.21 -8.78 4.22  -0.155
O10 5.19 -9.40 4.89  -0.205
C9 4.68 -10.61 4.29  -0.174
C10 3.34 -11.05 4.95  -0.164
N2 2.31 -10.02 4.65  -0.040
C11 1.69 -10.15 3.34  -0.181
C12 0.43 -9.27 3.31  -0.213
O11 0.82 -7.88 3.18  -0.186
C13 -0.23 -7.00 3.57  -0.107
H16 6.59 -7.98 4.86  0.087
H17 6.04 -8.36 3.23  0.093
H18 7.12 -9.38 4.15  0.087
H19 5.43 -11.40 4.37  0.115
H20 4.48 -10.35 3.26  0.112
H21 3.52 -11.07 6.03  0.078
H22 3.10 -12.07 4.65  0.089
H23 2.80 -9.14 4.77  0.105
H24 1.37 -11.19 3.23  0.120
H25 2.31 -9.78 2.53  0.117
H26 -0.30 -9.40 4.11  0.100
H27 -0.17 -9.50 2.44  0.116
H28 0.06 -5.96 3.42  0.086
H29 -0.51 -7.08 4.62  0.071
H30 -1.14 -7.15 2.97  0.084
C14 -2.19 -14.23 9.45  -0.097
O12 -2.62 -15.60 9.40  -0.211
C15 -4.03 -15.80 9.70  -0.186
C16 -4.64 -16.85 8.76  -0.201
N3 -4.25 -18.14 9.33  -0.057
C17 -4.68 -19.22 8.42  -0.202
C18 -3.93 -19.28 7.11  -0.194
O13 -2.79 -20.17 7.31  -0.221
C19 -2.16 -20.59 6.09  -0.096
H31 -1.10 -14.20 9.43  0.061
H32 -2.46 -13.72 10.38  0.094
H33 -2.60 -13.71 8.58  0.071
H34 -4.64 -14.90 9.62  0.108
H35 -4.12 -15.95 10.78  0.124
H36 -4.29 -16.73 7.73  0.102
H37 -5.73 -16.83 8.81  0.124
H38 -3.24 -18.09 9.22  0.085
H39 -5.68 -18.95 8.08  0.114
H40 -4.73 -20.15 8.98  0.125
H41 -3.60 -18.30 6.78  0.108
H42 -4.57 -19.74 6.35  0.126
H43 -2.04 -19.77 5.38  0.081
H44 -2.71 -21.44 5.68  0.092
H45 -1.18 -20.95 6.41  0.070
C20 -5.24 -12.66 6.26  -0.081
O14 -4.45 -13.37 5.33  -0.202
C21 -3.16 -13.72 5.76  -0.214
C22 -2.38 -14.32 4.53  -0.170
N4 -3.31 -15.38 4.09  -0.052
C23 -3.05 -15.77 2.71  -0.186
C24 -4.23 -16.42 1.92  -0.202
O15 -5.47 -15.70 2.02  -0.199
C25 -6.52 -16.45 1.39  -0.105
H46 -5.09 -13.07 7.26  0.081
H47 -6.29 -12.87 6.06  0.089
H48 -5.10 -11.59 6.09  0.089
H49 -3.17 -14.46 6.56  0.099
H50 -2.58 -12.84 6.06  0.104
H51 -1.35 -14.57 4.78  0.082
H52 -2.20 -13.60 3.73  0.112
H53 -4.25 -15.06 4.30  0.090
H54 -2.16 -16.38 2.58  0.100
H55 -2.91 -14.83 2.17  0.108
H56 -4.35 -17.43 2.31  0.106
H57 -4.02 -16.49 0.85  0.118
H58 -6.43 -16.49 0.30  0.085
H59 -7.47 -15.95 1.55  0.082
H60 -6.60 -17.43 1.87  0.082
C26 3.39 -13.87 2.18  -0.127
O16 3.78 -15.10 1.69  -0.170
C27 4.43 -15.93 2.70  -0.155
C28 4.69 -17.32 2.08  -0.171
N5 5.46 -18.28 2.85  -0.035
C29 6.90 -18.20 2.86  -0.218
C30 7.46 -19.44 3.47  -0.228
O17 8.90 -19.40 3.38  -0.176
C31 9.54 -20.26 4.28  -0.112
H61 4.20 -13.22 2.50  0.083
H62 2.72 -14.04 3.02  0.062
H63 2.92 -13.32 1.36  0.103
H64 3.77 -15.95 3.57  0.093
H65 5.41 -15.51 2.97  0.122
H66 4.99 -17.25 1.03  0.135
H67 3.70 -17.76 1.97  0.110
H68 5.21 -19.20 2.53  0.112
H69 7.23 -17.30 3.38  0.133
H70 7.28 -18.19 1.84  0.138
H71 7.04 -20.27 2.91  0.128
H72 7.10 -19.43 4.50  0.108
H73 9.00 -21.20 4.37  0.082
H74 9.61 -19.78 5.26  0.087
H75 10.52 -20.53 3.88  0.094
C32 3.75 -5.32 10.98  -0.132
O18 3.42 -6.06 9.81  -0.193
C33 2.24 -6.87 10.05  -0.163
C34 1.85 -7.83 8.84  -0.171
N6 1.24 -9.07 9.26  -0.071
C35 1.17 -10.06 8.25  -0.237
C36 0.05 -9.88 7.20  -0.253
O19 -1.15 -9.76 7.89  -0.171
C37 -2.23 -9.58 6.98  -0.089
H76 4.07 -5.99 11.77  0.083
H77 2.95 -4.68 11.36  0.081
H78 4.58 -4.63 10.83  0.085
H79 1.44 -6.17 10.34  0.115
H80 2.41 -7.63 10.81  0.108
H81 2.74 -8.11 8.28  0.113
H82 1.18 -7.40 8.09  0.107
H83 0.29 -8.89 9.56  0.112
H84 0.92 -11.03 8.68  0.095
H85 2.18 -10.20 7.87  0.090
H86 0.06 -10.68 6.46  0.109
H87 0.25 -8.93 6.71  0.105
H88 -2.45 -10.42 6.31  0.071
H89 -2.19 -8.65 6.41  0.084
H90 -3.11 -9.45 7.60  0.088
O20 4.30 -16.76 7.84  -0.072
H91 4.68 -15.98 7.43  0.061
H92 4.31 -16.56 8.77  0.073
O21 0.37 -16.13 2.73  -0.059
H93 0.21 -17.02 3.04  -0.052
H94 0.54 -15.63 3.53  -0.045
O22 5.67 -13.31 6.64  -0.064
H95 5.63 -12.68 7.36  -0.022
H96 4.76 -13.54 6.46  -0.053
O23 0.52 -18.23 7.28  -0.056
H97 0.03 -18.47 8.06  0.098
H98 -0.14 -17.86 6.69  0.091